Density functional theory data (ωB97M-V with the def2-TZVPD basis set) for a molecular structure, C34H34IN7OSr.

Properties
energy above the lowest of the compared OMol25 structures with the same formula, charge and spin	47.0	kcal/mol
HOMO-LUMO gap	0.2483	hartree
LUMO level	0.33	eV
maximum force	1.0	eV/Å

Geometry as ORCA input:
```
! wB97M-V def2-TZVPD RIJCOSX def2/J DEFGRID3
* xyz 0 1
Sr -0.543 -0.143 -0.773
C 1.426 0.253 -3.286
C 1.741 1.746 -3.210
C 0.767 2.746 -2.628
C 0.867 4.070 -3.059
C 0.094 5.044 -2.454
C -0.762 4.682 -1.425
C -0.831 3.344 -1.079
N -0.100 2.404 -1.678
N 1.689 -0.587 -2.101
C 3.041 -0.490 -1.569
C 3.245 0.527 -0.470
C 4.400 0.458 0.307
C 4.566 1.366 1.336
C 3.577 2.314 1.560
C 2.468 2.304 0.733
N 2.304 1.435 -0.261
C 1.415 -1.987 -2.473
C 1.237 -2.945 -1.320
C 1.960 -4.132 -1.284
C 1.708 -5.042 -0.268
C 0.749 -4.737 0.681
C 0.086 -3.523 0.579
N 0.323 -2.656 -0.396
H 2.047 -0.145 -4.105
H 0.381 0.093 -3.573
H 1.926 2.062 -4.240
H 2.691 1.892 -2.689
H 1.555 4.328 -3.853
H 0.165 6.074 -2.776
H -1.369 5.412 -0.909
H -1.489 3.001 -0.289
H 3.770 -0.339 -2.384
H 3.284 -1.461 -1.130
H 5.142 -0.307 0.114
H 5.447 1.329 1.964
H 3.655 3.035 2.361
H 1.663 3.016 0.876
H 2.236 -2.363 -3.102
H 0.491 -2.004 -3.058
H 2.701 -4.339 -2.045
H 2.254 -5.975 -0.221
H 0.514 -5.414 1.490
H -0.665 -3.231 1.304
C -4.355 0.185 2.417
C -3.407 0.434 1.282
N -2.141 0.234 1.348
N -1.642 -0.223 2.539
C -0.332 -0.417 2.477
O 0.435 -0.227 1.493
C 0.295 -0.939 3.740
C 1.670 -1.148 3.769
C 2.285 -1.636 4.911
C 1.528 -1.924 6.039
C 0.154 -1.720 6.017
C -0.460 -1.230 4.874
C -3.951 0.891 -0.017
C -5.321 1.099 -0.182
C -5.810 1.482 -1.417
C -4.924 1.657 -2.466
C -3.579 1.443 -2.215
N -3.098 1.077 -1.035
H -3.794 -0.102 3.298
H -5.044 -0.622 2.154
H -4.949 1.074 2.639
H 2.239 -0.918 2.877
H 3.356 -1.794 4.924
H 2.006 -2.306 6.932
H -0.439 -1.944 6.894
H -1.527 -1.067 4.843
H -5.999 0.939 0.641
H -6.872 1.631 -1.560
H -5.255 1.945 -3.454
H -2.848 1.560 -3.009
I -3.660 -2.562 -1.190
C -2.072 -1.798 -2.516
H -2.662 -1.437 -3.369
H -1.657 -2.751 -2.874
*
```